# 1
A 2-piece molecular cluster, C18H31F4N3O3S overall at a distorted geometry, computed with wB97M-V/def2-TZVPD.

- Charge: +1
- Maximum force: 1.76 eV/A
- Spin multiplicity: 2
- DFT total energy: -51477.2728 eV

XYZ file:
```
60
C18H31F4N3O3S (wB97M-V/def2-TZVPD)
S -3.326 -2.138 2.282
F -5.172 -1.920 4.126
F -2.123 2.044 4.876
F -3.295 -2.733 4.835
F -4.592 -3.927 3.581
O 1.202 0.490 -1.351
O -4.336 -1.730 1.367
O -2.418 -3.158 1.889
N 1.263 1.399 -2.265
N -1.335 -0.177 2.350
N -2.855 0.093 3.870
C 1.877 0.851 -3.519
C -2.450 -0.697 2.851
C 2.584 1.980 -4.315
C -1.044 1.290 -3.175
C 2.967 -0.156 -3.170
C 2.277 -2.629 3.166
C -0.040 2.130 -2.386
C 0.826 0.125 -4.371
C -4.168 -2.723 3.837
C -0.500 0.863 -4.535
C 2.206 -2.187 4.630
C -1.024 0.981 3.010
C -0.479 -0.698 1.250
C -1.984 1.124 3.974
C 1.728 -1.533 2.229
C 0.123 3.497 -3.073
C 0.329 -1.911 1.733
C -0.585 2.433 -0.996
H 2.419 1.875 -5.387
H 2.567 -1.069 -2.733
H 2.376 -1.442 1.362
H -0.186 1.609 2.778
H 1.695 -0.603 2.797
H 3.492 -0.425 -4.086
H 1.239 -1.710 4.803
H 0.368 3.428 -4.129
H 0.618 -0.848 -3.914
H 1.666 -3.527 3.074
H 1.260 -0.084 -5.349
H 0.891 4.094 -2.578
H 0.382 -2.661 0.952
H -3.666 -0.042 4.459
H -0.382 1.724 -5.196
H -0.195 -2.382 2.563
H -1.965 1.863 -3.299
H -1.307 0.396 -2.599
H 3.659 1.955 -4.141
H 2.332 -3.015 5.318
H 2.967 -1.433 4.821
H -0.854 1.526 -0.455
H -1.220 0.204 -5.022
H 0.197 0.109 0.989
H 2.273 2.978 -4.029
H -1.484 3.041 -1.089
H 3.690 0.270 -2.473
H -1.100 -0.937 0.393
H 3.286 -2.914 2.884
H 0.143 2.992 -0.404
H -0.817 4.044 -3.010
```

The computed natural (NBO) charges, all in e, follow: number 1, S, carries 2.0736; number 2, F, carries -0.2950; number 3, F, carries -0.2359; number 4, F, carries -0.2985; number 5, F, carries -0.2604; number 6, O, carries -0.4381; number 7, O, carries -0.8446; number 8, O, carries -0.8511; number 9, N, carries 0.0430; number 10, N, carries -0.2255; number 11, N, carries -0.4864; number 12, C, carries 0.0942; number 13, C, carries 0.0910; number 14, C, carries -0.6273; number 15, C, carries -0.4153; number 16, C, carries -0.5997; number 17, C, carries -0.3958; number 18, C, carries 0.0972; number 19, C, carries -0.4111; number 20, C, carries 0.7594; number 21, C, carries -0.4037; number 22, C, carries -0.5982; number 23, C, carries -0.1100; number 24, C, carries -0.2208; number 25, C, carries 0.5651; number 26, C, carries -0.4030; number 27, C, carries -0.6271; number 28, C, carries -0.4098; number 29, C, carries -0.5973; number 30, H, carries 0.2171; number 31, H, carries 0.2183; number 32, H, carries 0.2289; number 33, H, carries 0.2779; number 34, H, carries 0.1842; number 35, H, carries 0.2177; number 36, H, carries 0.1776; number 37, H, carries 0.2199; number 38, H, carries 0.2075; number 39, H, carries 0.1966; number 40, H, carries 0.2249; number 41, H, carries 0.2207; number 42, H, carries 0.2426; number 43, H, carries 0.4723; number 44, H, carries 0.2033; number 45, H, carries 0.2080; number 46, H, carries 0.2208; number 47, H, carries 0.2033; number 48, H, carries 0.2218; number 49, H, carries 0.2231; number 50, H, carries 0.2104; number 51, H, carries 0.1956; number 52, H, carries 0.2240; number 53, H, carries 0.2579; number 54, H, carries 0.2211; number 55, H, carries 0.2169; number 56, H, carries 0.2203; number 57, H, carries 0.2439; number 58, H, carries 0.2180; number 59, H, carries 0.2163; number 60, H, carries 0.2199


# 2
One molecule with the formula C13H16N2O6 at a distorted geometry, computed with wB97M-V/def2-TZVPD.

- Charge: 0
- Maximum force: 6.35 eV/A
- SMILES string: N[C@@H](CC(=O)O)C(=O)N[C@@H](Cc1ccc(O)cc1)C(=O)O
- Energy above the lowest of the compared OMol25 structures with the same formula, charge and spin: 90.7 kcal/mol

XYZ file:
```
37
C13H16N2O6 (wB97M-V/def2-TZVPD)
O 1.993 -4.518 3.652
O 1.478 -0.645 -0.856
O -0.620 2.489 -5.100
O 2.315 1.497 -0.683
O 0.765 1.523 -3.561
O -2.289 2.901 -0.325
N -0.189 2.357 -0.013
N -2.315 0.053 -1.127
C -0.388 1.888 -3.972
C 0.418 1.217 0.674
C 1.124 -1.039 3.008
C -1.328 2.223 -0.727
C 1.359 -3.357 3.200
C 1.473 0.429 -0.393
C 0.409 -3.513 2.196
C -0.181 -2.394 1.607
C -1.659 1.649 -3.134
C 0.189 -1.148 1.972
C -0.504 0.041 1.193
C -1.435 1.083 -1.732
C 1.685 -2.109 3.701
H 2.971 1.177 -1.325
H -2.143 -0.773 -1.629
H 2.404 -1.736 4.546
H 0.278 -4.528 1.875
H -3.231 0.170 -1.539
H 2.630 -4.211 4.346
H 0.172 2.855 -5.609
H -2.104 2.652 -3.112
H -0.327 0.632 -1.727
H 1.501 0.030 3.279
H -0.169 3.170 0.666
H -1.124 0.492 1.929
H -2.214 0.915 -3.763
H -1.218 -0.244 0.379
H 1.073 1.502 1.424
H -0.798 -2.728 0.679
```

The computed natural (NBO) charges, all in e, follow: number 1, O, carries -0.6737; number 2, O, carries -0.5639; number 3, O, carries -0.6744; number 4, O, carries -0.7038; number 5, O, carries -0.6271; number 6, O, carries -0.6013; number 7, N, carries -0.6216; number 8, N, carries -0.7898; number 9, C, carries 0.8015; number 10, C, carries -0.1099; number 11, C, carries -0.1716; number 12, C, carries 0.6773; number 13, C, carries 0.2892; number 14, C, carries 0.8034; number 15, C, carries -0.2671; number 16, C, carries -0.1596; number 17, C, carries -0.5242; number 18, C, carries -0.0754; number 19, C, carries -0.4661; number 20, C, carries -0.1756; number 21, C, carries -0.3121; number 22, H, carries 0.4874; number 23, H, carries 0.3564; number 24, H, carries 0.2321; number 25, H, carries 0.2255; number 26, H, carries 0.3627; number 27, H, carries 0.4758; number 28, H, carries 0.5221; number 29, H, carries 0.2564; number 30, H, carries 0.2559; number 31, H, carries 0.2003; number 32, H, carries 0.4068; number 33, H, carries 0.2131; number 34, H, carries 0.2421; number 35, H, carries 0.2728; number 36, H, carries 0.2165; number 37, H, carries 0.2198


# 3
A 2-piece molecular cluster, C6H10O overall at a distorted geometry, computed with wB97M-V/def2-TZVPD.

- Charge: 0
- Maximum force: 6.48 eV/A
- SMILES string: C=CC(=C)C=C.O
- Energy above the lowest of the compared OMol25 structures with the same formula, charge and spin: 91.6 kcal/mol

XYZ file:
```
17
C6H10O (wB97M-V/def2-TZVPD)
O 1.806 5.645 0.077
C 1.722 -2.590 -0.413
C -0.424 -1.361 0.137
C -2.152 0.589 0.114
C 1.127 -1.369 -0.102
C -0.987 -0.071 -0.235
C -1.154 -2.490 0.508
H -1.967 -2.410 1.286
H 1.205 -3.530 -0.136
H -0.302 0.564 -0.890
H -2.387 1.437 -0.570
H 2.810 -2.750 -0.783
H 1.362 6.502 0.118
H -0.759 -3.388 0.312
H -2.671 0.555 0.960
H 1.595 -0.389 0.020
H 1.175 5.059 -0.403
```

The computed natural (NBO) charges, all in e, follow: number 1, O, carries -0.9383; number 2, C, carries -0.3795; number 3, C, carries -0.0653; number 4, C, carries -0.3542; number 5, C, carries -0.2122; number 6, C, carries -0.2202; number 7, C, carries -0.3663; number 8, H, carries 0.2111; number 9, H, carries 0.1954; number 10, H, carries 0.2096; number 11, H, carries 0.1888; number 12, H, carries 0.2099; number 13, H, carries 0.4688; number 14, H, carries 0.1784; number 15, H, carries 0.1873; number 16, H, carries 0.2170; number 17, H, carries 0.4694


What is the formula in the second record?
C13H16N2O6